1.
44
Properties=species:S:1:pos:R:3:mulliken_charge:R:1 method="wB97M-V/def2-TZVPD" total_energy_ha=-3053.00288 multiplicity=3 s2=2.00 homo_ev="-8.596 / -8.599"
Pr 0.79677 1.74384 1.21664 1.066
S 1.62411 -0.85549 1.68697 -0.482
P -1.46895 0.19884 0.07312 1.184
F 3.40833 -3.00740 0.52284 -0.337
F 1.43963 1.36185 -0.83295 -0.687
F -0.58838 3.69963 -0.26193 -0.161
F 5.70633 1.89411 0.16053 -0.296
F 5.83476 -2.75216 -0.55096 -0.279
F 2.68741 3.83456 -1.49029 -0.191
F 7.02196 -0.32774 -0.75691 -0.298
F 0.88553 3.38923 -2.63385 -0.196
F 1.26863 4.21309 0.76071 -0.259
F 3.29419 1.67040 1.25749 -0.368
N -3.10367 -1.84455 0.95546 0.088
N -3.98923 -0.40901 -0.82395 0.078
N -1.47241 2.27364 4.01400 -0.580
N -2.21201 -2.03609 -1.32083 0.081
C 5.15061 0.68762 0.25128 -0.345
C -3.40202 -1.33222 -1.79868 -0.932
C 0.65981 4.14552 -0.46772 0.002
C -4.26554 -1.14910 0.40959 -0.930
C 3.23303 -0.68529 0.93024 0.387
C 3.89852 0.51891 0.79925 0.548
C 5.81327 -0.43502 -0.21075 0.746
C 5.19964 -1.67128 -0.10408 0.054
C -3.10858 0.73612 -0.57973 -1.045
C -1.07951 -1.12101 -1.14579 -0.830
C 3.93665 -1.78637 0.45645 0.281
C -2.54901 -2.72299 -0.07283 -0.940
C -2.09756 -0.89254 1.43298 -0.970
C 1.39895 3.69582 -1.48940 0.851
C -0.65155 2.21454 3.19826 0.125
H -3.14942 -0.78147 -2.70672 0.403
H -3.29644 -3.48552 -0.30145 0.286
H -1.25456 -1.44315 1.85657 0.471
H -4.65361 -0.45959 1.16082 0.411
H -3.57418 1.42437 0.12851 0.403
H -2.96060 1.28165 -1.51524 0.440
H -0.19915 -1.66061 -0.79236 0.340
H -4.15918 -2.07892 -2.04554 0.299
H -2.51302 -0.27225 2.23010 0.461
H -0.81882 -0.66871 -2.10507 0.413
H -1.65530 -3.21376 0.31520 0.411
H -5.03544 -1.89149 0.19004 0.298

---

2.
40
Properties=species:S:1:pos:R:3:nbo_charge:R:1 method="wB97M-V/def2-TZVPD" total_energy_ha=-1646.17057 multiplicity=1 total_charge=-2 homo_ev=-2.246
I -15.43133 -5.61722 -9.97813 -0.975
Rb -14.97342 -4.91634 -7.01727 0.958
O -13.59672 -2.70492 -0.65040 -0.459
O -19.72562 -3.71168 -0.24346 -0.442
O -13.56833 -2.16245 -2.84724 -0.432
O -17.97987 -3.22326 1.06785 -0.483
O -14.93808 -3.98012 -4.21967 -0.695
O -17.73286 -3.01552 -5.72062 -0.758
O -17.30689 -5.23882 -5.32278 -0.778
N -18.52117 -3.51109 -0.03709 0.499
N -14.10318 -2.64001 -1.81613 0.522
N -10.13677 -0.72754 -10.14089 -0.712
N -12.65309 -1.45286 -5.35363 -0.837
C -17.51518 -4.05035 -5.04065 0.762
C -10.41499 -0.48091 -5.15055 -0.298
C -12.19835 0.21052 -3.70568 -0.234
C -11.75088 -0.52693 -4.80254 0.202
C -9.92538 0.91593 -3.26320 -0.284
C -15.40810 -3.23282 -1.94770 -0.134
C -16.23036 -3.31535 -0.84857 -0.147
C -9.48816 0.21406 -4.41413 -0.189
C -17.22802 -3.75035 -3.52968 -0.166
C -8.48726 -1.35910 -8.27069 -0.781
C -18.12273 -3.73668 -2.47089 -0.233
C -11.28136 0.87458 -2.96266 -0.200
C -15.73242 -3.64206 -3.31832 0.485
C -17.62236 -3.56172 -1.15398 -0.009
C -9.35846 -0.98528 -9.23656 0.553
H -10.39874 -1.50172 -10.80273 0.434
H -15.82427 -3.15081 0.15295 0.264
H -19.18023 -3.76737 -2.71215 0.234
H -13.26215 0.23334 -3.50806 0.233
H -7.77146 -2.17306 -8.35520 0.253
H -9.19468 1.40081 -2.66974 0.194
H -11.60234 1.30868 -2.03326 0.200
H -12.42280 -1.94197 -6.19952 0.368
H -8.43664 0.24577 -4.74234 0.190
H -10.02014 -1.02886 -5.98666 0.201
H -8.40323 -0.79827 -7.34181 0.254
H -13.27231 -1.95272 -4.71933 0.439

---

3.
36
Properties=species:S:1:pos:R:3:nbo_charge:R:1 method="wB97M-V/def2-TZVPD" total_energy_ha=-2629.93478 multiplicity=1 homo_ev=-9.215
Cl -1.60445 -3.47722 3.27939 -0.210
Cl -3.37251 -1.25743 2.10431 -0.273
Cl -0.85729 -2.59992 -5.59291 0.028
Cl -0.73712 -0.50928 3.47850 -0.262
O -0.82305 -1.98259 1.14700 -0.623
N 2.42303 1.23151 0.67947 -0.543
N 0.37202 0.45289 0.44761 -0.453
C -0.85378 -1.44530 -1.18404 -0.107
C 0.66610 4.27502 2.02235 -0.204
C -0.62491 3.72983 1.88340 -0.214
C 1.65031 0.16065 0.32990 0.456
C -1.01811 -1.10925 0.22528 0.457
C -0.63963 -3.13007 -2.93916 -0.235
C 2.20460 -1.13777 -0.09768 -0.672
C 1.57528 2.26310 1.09922 0.170
C -0.84036 2.45777 1.35532 -0.191
C -0.63139 -2.78206 -1.57927 -0.172
C -0.84612 -2.15155 -3.91539 -0.011
C 0.27641 1.73773 0.95365 0.079
C 1.79892 3.52671 1.62802 -0.256
C -1.03767 -0.47180 -2.18448 -0.152
C -1.07179 -0.82237 -3.53131 -0.239
B -1.61078 -1.83537 2.49036 0.394
H -1.59833 -0.17987 0.46751 0.226
H 2.90451 -1.54774 0.64311 0.246
H 0.76939 5.28400 2.44200 0.224
H -0.50180 -3.55506 -0.81820 0.247
H 3.43371 1.24587 0.69105 0.423
H -1.81128 1.98656 1.24910 0.231
H 1.35799 -1.82031 -0.19113 0.251
H -0.53199 -4.17741 -3.24977 0.238
H -1.17334 0.56274 -1.86405 0.230
H -1.30967 -0.10448 -4.31158 0.237
H 2.82074 3.90256 1.71425 0.220
H 2.71351 -1.05761 -1.06566 0.239
H -1.47117 4.33750 2.19382 0.222

---

4.
46
Properties=species:S:1:pos:R:3:nbo_charge:R:1 method="wB97M-V/def2-TZVPD" total_energy_ha=-2534.09867 multiplicity=1 total_charge=-1 homo_ev=-4.622
S 1.56421 -4.10205 -0.15978 1.857
P 0.73317 -2.85522 -2.85119 1.119
F 0.49504 -3.85665 3.77198 -0.337
F 0.62765 -2.25156 2.37046 -0.286
F 1.14371 -5.75157 1.96272 -0.305
F -0.93774 -3.80997 2.16363 -0.306
F 2.57718 -4.16985 2.24299 -0.312
O 2.62569 -3.09602 -0.23982 -0.925
O 0.54607 5.67378 4.91199 -0.506
O 2.09263 -5.30491 -0.82098 -0.945
O 0.10665 2.51489 0.68377 -0.474
O -0.51259 4.77806 -1.48477 -0.536
O -1.80398 -0.07902 -3.16229 -0.487
O -1.35877 -6.23037 0.03755 -0.548
N -1.12070 -4.35301 -1.34452 -0.717
N 1.24853 -1.34149 -2.93435 -1.330
N -0.45762 -2.08072 -0.46801 -1.053
C -0.33583 1.75320 -3.33423 -0.202
C -0.80802 3.66208 -1.87041 0.501
C 0.82238 4.58253 1.54592 -0.204
C -1.50686 1.03343 -2.78114 0.481
C -1.97774 2.94278 -1.31771 -0.232
C 1.36343 -4.44388 1.67108 0.377
C 0.20691 3.23814 1.65078 0.469
C -1.14211 -5.35285 -0.67814 0.834
C -0.01272 2.97257 -2.91022 -0.234
C 0.93384 5.37573 2.60949 -0.248
C 0.34244 -3.54895 2.44281 0.919
C -0.16879 3.60513 4.04602 -0.244
C -0.28094 2.81097 2.98352 -0.210
C -2.30227 1.72442 -1.74036 -0.210
C 0.44638 4.94920 3.94146 0.480
B 0.05770 -3.37452 -1.06556 0.001
H 1.38077 6.36019 2.55220 0.228
H 0.71030 -0.85749 -3.65261 0.336
H -3.15390 1.18359 -1.34730 0.227
H 0.83949 3.51317 -3.30171 0.226
H -2.54774 3.46101 -0.55672 0.222
H -0.72776 1.82613 3.04076 0.237
H 1.17128 4.87705 0.56443 0.244
H 1.83957 -3.72508 -3.11870 -0.061
H -0.79113 -1.46293 -1.21137 0.382
H -0.51826 3.31049 5.02750 0.229
H -0.29072 -3.14661 -3.81176 -0.049
H 0.23530 1.23515 -4.09315 0.237
H -1.28019 -2.24714 0.11208 0.354

---

5.
52
Properties=species:S:1:pos:R:3:nbo_charge:R:1 method="wB97M-V/def2-TZVPD" total_energy_ha=-3079.88892 multiplicity=5 s2=6.02 homo_ev="-8.308 / -9.226"
Pd -0.13486 0.51144 0.18052 1.552
P -0.48569 3.57698 1.25847 2.553
P 2.17374 2.46159 1.62416 2.530
F 0.67447 -3.17271 -0.90400 -0.321
F 3.56755 -0.71997 0.93784 -0.304
F 2.49588 -3.52099 -2.04325 -0.315
F 3.80590 0.43201 -1.31747 -0.282
F 0.99353 -2.20065 -2.86392 -0.310
F 2.99430 -0.64947 -3.05748 -0.314
F 3.46536 -2.83725 0.48799 -0.302
F 1.73402 -1.84778 1.38055 -0.326
F 4.49559 -1.60757 -1.78568 -0.314
O -1.04569 4.12421 -0.18566 -0.755
O 1.34119 -0.24719 -1.05582 -0.555
O 1.10168 3.70049 1.20019 -1.067
O -1.08452 2.27123 1.66982 -1.100
O 2.31606 2.77408 3.25270 -0.983
O 3.40202 2.68572 0.86367 -1.055
O 1.34613 1.17403 1.53140 -1.175
O -1.02597 4.84681 2.07437 -0.946
N -1.28519 -0.63977 -1.02715 -0.477
N -0.90291 -0.60253 1.61977 -0.489
N -0.55144 2.05196 -1.24239 -0.551
C 2.73581 -1.70465 0.48037 0.969
C -2.64380 -2.46428 -2.51374 -0.140
C -0.61024 -0.39677 2.91548 0.087
C -1.03055 3.18999 -1.24422 0.420
C -2.56350 -2.61242 -1.14084 -0.216
C -1.90288 -1.63518 -0.36808 0.187
C -2.16621 -2.53212 2.11074 -0.220
C -1.26701 -0.51201 -2.36267 0.100
C -1.07338 -1.26060 3.86483 -0.221
C 1.57372 -2.55684 -1.68944 0.974
C -1.68319 -1.62135 1.15184 0.192
C -1.99917 -1.38792 -3.14839 -0.205
C 3.42151 -0.76958 -1.77992 0.970
C -1.88809 -2.34262 3.45454 -0.130
C 2.17202 -1.28663 -0.94024 0.007
B -1.67808 3.63509 -2.62517 -0.433
H 2.19123 1.94113 3.71509 0.496
H -0.49481 4.99953 2.84104 0.508
H -3.19809 -3.21700 -3.08908 0.237
H -0.88093 -1.07433 4.92630 0.238
H -3.11873 -3.40187 -0.62331 0.230
H -2.76814 4.04425 -2.23891 0.014
H -0.90094 4.50430 -3.00544 0.021
H -0.03815 0.50531 3.08242 0.260
H -2.34921 -2.97474 4.18792 0.233
H -1.72310 2.71824 -3.41606 -0.023
H -0.69307 0.32500 -2.75116 0.272
H -2.06169 -1.25976 -4.22845 0.246
H -2.75245 -3.41684 1.83595 0.233

---

6.
39
Properties=species:S:1:pos:R:3:nbo_charge:R:1 method="wB97M-V/def2-TZVPD" total_energy_ha=-3324.53522 multiplicity=6 s2=8.76 homo_ev="-8.369 / -8.385"
Fe 0.39393 -0.39276 -0.61058 1.947
Cl -2.46199 5.70576 -2.25912 0.010
Cl 1.45120 2.62758 -4.29276 0.042
O 0.74402 -2.05680 -1.37182 -0.852
O -1.09755 -1.61894 0.70567 -0.763
O 3.36349 0.58131 1.94826 -0.580
O 0.97319 -4.26397 -1.52421 -0.588
O 1.60261 0.19215 0.64368 -0.844
O 0.63857 0.72228 -2.10544 -0.780
N 1.58573 -2.45231 1.26743 -0.476
N -1.23770 1.07507 -0.33728 -0.540
C -0.71816 -2.15530 1.98563 -0.070
C 2.23841 -3.11479 0.16288 -0.324
C -2.16934 1.20778 0.58141 0.095
C 2.36441 -1.57964 2.09790 -0.330
C -2.81534 3.36669 -0.22674 -0.108
C 0.44619 -3.11720 1.84638 -0.243
C 0.21040 2.84133 -3.11583 -0.117
C -1.54398 4.23382 -2.21394 -0.067
C 2.50442 -0.15608 1.54108 0.783
C -1.05480 2.08464 -1.23513 0.086
C -0.01769 1.85529 -2.18251 0.369
C 1.26604 -3.21098 -1.01245 0.777
C -2.98227 2.34849 0.67085 -0.272
C -0.55347 4.02504 -3.12773 -0.202
C -1.82879 3.25901 -1.22624 -0.042
H -3.73047 2.40569 1.44805 0.231
H -3.43158 4.25438 -0.18251 0.237
H -0.43354 -1.28441 2.57734 0.190
H 0.15010 -3.93258 1.17911 0.216
H 0.65535 -3.57613 2.82357 0.196
H 3.09074 -2.50949 -0.15322 0.228
H -2.29493 0.38561 1.26908 0.214
H 2.59355 -4.12358 0.39997 0.202
H -1.57767 -2.63464 2.46064 0.187
H 1.87877 -1.47323 3.07149 0.220
H -0.34029 4.77437 -3.87681 0.246
H 3.37764 -1.94590 2.28818 0.219
H -1.23919 -2.34755 0.08571 0.501